# 1
Formula: C14H25NO5S4Ti
Source: the OMol25 dataset
Level of theory: wB97M-V/def2-TZVPD

Atoms and positions in Å:
Ti: 1.052 1.027 0.891
C: -0.416 2.655 -1.486
C: 0.938 2.555 -2.199
S: 2.074 1.355 -1.384
C: 2.025 -0.163 -2.381
C: 0.819 -0.412 -3.296
S: -0.416 -1.698 -2.733
C: -2.111 -0.787 -2.801
C: -2.503 -1.087 -4.265
S: -1.197 -2.269 -4.657
C: -1.949 -1.913 1.136
C: -2.623 -0.070 0.552
S: -0.008 3.091 0.274
H: -0.979 1.778 -1.440
H: -0.974 3.489 -1.963
H: 1.509 3.482 -2.189
H: 0.852 2.186 -3.185
H: 2.175 -1.011 -1.717
H: 2.949 -0.024 -2.982
H: 1.129 -0.723 -4.304
H: 0.125 0.407 -3.442
H: -1.873 0.247 -2.531
H: -2.848 -1.203 -2.144
H: -2.553 -0.288 -4.886
H: -3.433 -1.594 -4.403
H: -2.000 -2.560 1.999
H: -1.479 -2.533 0.389
H: -3.241 0.784 0.814
H: -2.292 0.047 -0.546
O: 2.656 -0.755 1.058
C: 2.468 -1.278 2.417
C: 0.969 -1.301 2.658
N: 0.346 0.053 2.736
C: -1.084 -0.071 2.626
C: -1.346 -0.519 1.243
O: -3.216 -1.365 0.743
O: -0.244 -0.311 0.417
C: 0.831 0.840 3.884
C: 2.065 1.524 3.493
O: 3.006 1.665 4.197
O: 2.030 1.837 2.172
H: 3.433 -0.231 1.061
H: 3.141 -0.669 3.121
H: 2.810 -2.289 2.412
H: 0.794 -1.761 3.674
H: 0.529 -1.970 1.901
H: -1.559 0.902 2.900
H: -1.457 -0.817 3.344
H: 1.023 0.143 4.784
H: 0.052 1.603 4.039

Atomic forces in eV per Å
Ti -1.470 -0.531 -0.640
C 1.614 2.309 0.444
C -0.063 -0.519 1.036
S -0.253 0.302 0.454
C 0.342 0.132 -0.745
C -0.520 -0.121 -0.047
S -0.868 -0.136 -0.997
C 0.760 0.190 -1.013
C 0.355 -1.823 1.848
S 0.847 -0.191 0.613
C -0.265 -0.412 -0.143
C 0.236 -0.265 -2.033
S 0.296 -1.171 -0.027
H -0.813 -1.439 -0.356
H 0.119 -0.531 0.478
H -0.268 0.075 -0.012
H -0.058 0.022 -1.357
H 0.146 0.043 0.172
H -0.759 -0.568 0.059
H -0.063 -0.162 0.416
H 0.350 0.534 -0.063
H -0.336 -0.194 -0.300
H 0.128 -0.464 0.807
H 0.405 2.613 -1.845
H -0.711 -0.356 0.496
H -0.282 0.137 0.639
H 0.156 -0.061 -0.833
H -0.008 -0.094 0.470
H -0.752 0.109 1.535
O -1.767 0.184 -0.063
C 0.555 1.261 0.252
C 0.483 -0.575 2.116
N 1.377 0.020 -0.556
C -0.760 0.885 1.784
C -0.650 -0.482 -1.167
O -0.243 0.044 -0.095
O 1.417 1.618 -0.270
C -1.536 -1.763 1.328
C 1.271 -0.080 0.007
O 0.334 0.499 -0.023
O 0.294 0.315 -0.011
H 1.666 0.618 -0.037
H -1.327 -0.914 -0.778
H 0.360 -0.713 0.109
H 0.184 0.122 -0.947
H -0.051 0.683 0.292
H 0.338 -0.612 -0.427
H -0.014 0.252 -0.029
H -0.499 1.467 -1.124
H 0.304 -0.258 0.585

Output
- Charge: +2
- Electronic energy: -3421.05754 hartree
- HOMO-LUMO gap: 0.284 Eh
- E_HOMO: -15.22 eV
- LUMO energy: -7.49 eV
- 2S+1: 1

# 2
Formula: C14H26BBr4CrMnN6O28S2
Source: the OMol25 dataset
Level of theory: wB97M-V/def2-TZVPD

Atoms and positions in Å:
Mn: 8.246 -23.940 -4.657
Cr: 10.260 -27.595 -7.007
O: 8.682 -27.543 -5.525
C: 8.421 -27.871 -4.411
O: 8.471 -29.078 -3.849
B: 7.869 -29.057 -2.499
O: 7.654 -27.602 -2.241
C: 7.978 -26.903 -3.277
O: 7.965 -25.694 -3.348
O: 8.701 -29.567 -1.413
C: 7.942 -30.319 -0.645
O: 8.210 -30.689 0.466
C: 6.547 -30.485 -1.352
O: 6.585 -29.779 -2.421
O: 5.549 -31.048 -0.935
S: 8.343 -25.052 -7.997
O: 7.891 -24.743 -6.593
O: 7.058 -25.401 -8.579
O: 8.924 -23.851 -8.565
O: 9.274 -26.205 -7.992
S: 11.375 -24.861 -5.536
O: 12.554 -24.593 -4.731
O: 11.271 -26.269 -5.939
O: 10.142 -24.440 -4.808
O: 11.297 -24.049 -6.767
Br: 12.273 -32.552 -0.862
C: 11.692 -30.821 -0.155
C: 12.910 -29.972 0.212
Br: 12.397 -28.281 1.132
H: 11.153 -30.925 0.786
H: 11.021 -30.365 -0.877
H: 13.415 -29.574 -0.667
H: 13.724 -30.417 0.778
Br: 1.987 -30.808 -2.991
C: 2.506 -31.302 -1.136
C: 1.367 -31.909 -0.343
Br: -0.155 -30.794 -0.299
H: 2.992 -30.400 -0.778
H: 3.260 -32.082 -1.227
H: 1.674 -32.094 0.683
H: 1.090 -32.829 -0.853
C: 11.113 -22.486 -2.493
N: 9.844 -23.121 -2.024
O: 9.815 -23.769 -1.015
O: 8.908 -22.957 -2.797
H: 10.781 -21.449 -2.542
H: 11.450 -22.894 -3.447
H: 11.922 -22.575 -1.773
C: 12.774 -30.213 -4.524
N: 12.348 -29.271 -5.584
O: 13.204 -28.697 -6.208
O: 11.151 -29.071 -5.781
H: 12.796 -29.759 -3.539
H: 13.689 -30.673 -4.882
H: 11.993 -30.973 -4.538
C: 5.898 -32.347 1.620
N: 4.833 -33.379 1.423
O: 5.218 -34.528 1.496
O: 3.692 -32.999 1.252
H: 6.570 -32.420 0.769
H: 6.520 -32.693 2.441
H: 5.480 -31.350 1.577
C: 5.359 -32.320 -3.988
N: 6.260 -31.889 -5.051
O: 7.456 -32.033 -4.878
O: 5.826 -31.399 -6.082
H: 5.865 -32.973 -3.280
H: 4.481 -32.890 -4.284
H: 5.002 -31.447 -3.442
C: 4.872 -28.167 -5.002
N: 4.462 -27.049 -5.900
O: 5.373 -26.347 -6.260
O: 3.290 -26.936 -6.227
H: 5.419 -27.689 -4.194
H: 5.299 -28.957 -5.615
H: 4.003 -28.604 -4.513
C: 7.602 -30.943 -8.590
N: 7.955 -29.572 -8.069
O: 7.065 -28.803 -7.899
O: 9.138 -29.417 -7.733
H: 8.173 -30.967 -9.518
H: 6.537 -31.026 -8.775
H: 7.973 -31.679 -7.884

Atomic forces in eV per Å
Mn 0.919 -1.818 -2.408
Cr -0.476 1.487 -0.309
O -0.440 -0.434 0.539
C -0.093 0.211 1.098
O -0.225 -0.308 -0.134
B 0.489 1.021 -0.717
O -0.327 -0.149 0.377
C 0.188 0.608 -0.790
O -0.465 -0.164 0.138
O -0.093 -0.378 -0.493
C -0.470 -0.153 1.059
O 0.003 -0.238 -0.505
C -1.067 -0.737 1.769
O 0.358 0.812 -1.577
O 1.418 0.243 -0.395
S -3.075 3.020 -0.663
O 0.723 0.760 3.701
O 0.434 -1.103 -1.368
O 0.471 -0.854 -0.104
O 1.264 -1.698 0.006
S 0.345 4.639 -4.317
O -0.189 -0.723 0.772
O 0.171 -2.764 0.664
O -0.746 -0.519 2.483
O 1.019 -0.879 1.153
Br -0.163 0.381 0.178
C 0.565 0.557 1.233
C 0.405 1.093 -1.171
Br -0.029 -0.812 -0.181
H -0.303 -0.700 -0.270
H 0.243 0.077 -0.064
H -0.181 -0.137 -0.173
H -0.587 -0.403 0.422
Br 0.172 -0.317 0.460
C 0.230 -0.256 -0.484
C 0.783 -0.005 -0.578
Br -0.984 0.612 0.240
H -0.317 -0.091 0.375
H 0.070 0.222 -0.139
H 0.021 -0.065 -0.199
H -0.139 -0.064 0.290
C 0.069 0.835 0.557
N 1.694 -0.951 -0.632
O -0.386 0.287 -0.121
O -1.235 0.257 0.207
H 0.463 0.114 -0.446
H -0.509 -0.183 -0.117
H -0.368 -0.290 0.276
C -1.076 -1.206 -0.562
N 0.951 1.642 -0.485
O 0.011 -0.432 0.113
O -0.387 -0.816 0.421
H 0.224 0.358 -0.240
H 0.229 0.352 0.360
H 0.028 -0.015 0.294
C 0.516 -0.497 -0.786
N 0.906 0.601 0.579
O -0.600 -0.111 -0.255
O 0.003 -0.416 -0.128
H -0.241 -0.139 -0.127
H -0.432 0.457 0.442
H -0.049 -0.113 0.605
C -0.942 -0.495 1.476
N 1.028 -0.029 -1.215
O -0.118 -0.174 0.521
O -0.739 -0.087 0.521
H 0.538 0.294 -0.190
H 0.107 0.371 -0.906
H 0.108 0.111 -0.226
C -1.289 -0.139 0.652
N 0.107 -0.155 -0.270
O -0.191 0.257 0.048
O 0.161 -0.133 0.197
H 0.719 -0.376 -0.358
H 0.694 0.334 0.147
H -0.318 0.153 -0.267
C 0.888 0.525 -0.648
N -0.855 -1.065 1.059
O 0.154 0.645 -0.095
O 0.289 0.287 -0.516
H -0.105 -0.438 -0.043
H 0.042 0.268 0.200
H -0.010 0.136 0.042

Output
- ΔE to the lowest compared entry with this formula, charge and spin: 4.1 kcal/mol
- Charge: -1
- Electronic energy: -16296.94129 hartree
- HOMO-LUMO gap (alpha / beta): 0.210 / 0.209 Eh
- E_HOMO (alpha / beta): -4.79 / -4.82 eV
- LUMO energy (alpha / beta): 0.91 / 0.86 eV
- 2S+1: 10

# 3
Formula: C14H26BN2OsP
Source: the OMol25 dataset
Level of theory: wB97M-V/def2-TZVPD

Atoms and positions in Å:
C: -2.814 0.121 -2.680
C: -2.407 -0.958 -1.906
C: -1.515 -0.811 -0.834
C: -1.103 0.526 -0.518
C: -1.302 1.544 -1.486
C: -2.203 1.359 -2.533
C: -1.277 -2.054 -0.021
C: 0.061 -2.856 0.115
N: 1.222 -2.652 -0.690
Os: -0.903 1.420 1.316
C: -0.636 2.868 -1.320
P: 0.491 2.648 0.150
H: -2.834 -1.948 -2.118
H: -2.445 2.200 -3.186
H: -3.637 0.009 -3.380
H: -1.364 3.667 -1.118
H: -0.055 3.185 -2.199
H: -1.605 -1.863 1.013
H: -1.981 -2.803 -0.417
H: 0.399 -2.773 1.157
C: 1.129 4.326 0.447
C: 1.938 1.806 -0.591
H: -0.207 -3.931 0.015
C: 1.202 -2.546 -2.116
C: 2.520 -2.790 -0.072
H: 0.070 2.183 2.398
H: 1.844 -3.330 -2.560
H: 0.190 -2.644 -2.522
H: 1.620 -1.567 -2.427
H: 2.935 -3.816 -0.194
H: 3.245 -2.094 -0.525
H: 2.439 -2.574 1.007
H: 2.471 2.502 -1.252
H: 2.596 1.496 0.231
H: 1.636 0.924 -1.164
H: 1.082 4.916 -0.483
H: 0.507 4.796 1.220
H: 2.168 4.228 0.795
H: 0.566 1.483 2.108
B: -0.432 -1.042 4.717
C: -1.155 -0.091 3.784
N: -1.703 0.627 3.017
H: -0.965 -0.926 5.825
H: 0.711 -0.599 4.757
H: -0.495 -2.166 4.239

Atomic forces in eV per Å
C -0.856 -2.174 0.157
C -0.999 0.057 -1.520
C -0.078 -0.256 -0.201
C 0.192 0.964 -0.480
C 0.067 -0.651 0.294
C 0.604 1.008 0.129
C -0.518 -0.731 -0.292
C -0.214 -0.082 1.495
N 0.501 0.053 -0.252
Os -1.372 -1.343 1.290
C 0.498 0.483 0.486
P 0.890 1.886 -3.463
H 0.153 0.509 0.087
H -0.013 -0.290 0.085
H 0.264 -0.137 -0.082
H 0.186 -0.144 0.084
H -0.176 -0.210 0.079
H 0.210 0.118 -0.140
H 0.099 0.422 0.222
H -0.088 0.042 -0.315
C -0.158 -0.214 0.627
C 0.044 0.117 0.238
H 0.132 0.307 -0.160
C -0.229 0.155 -0.925
C 0.612 0.177 0.807
H 0.768 0.988 1.310
H -0.165 0.295 0.242
H 0.195 0.026 0.226
H -0.100 -0.410 0.191
H -0.426 0.412 -0.090
H -0.351 -0.258 -0.035
H 0.067 -0.165 -0.524
H -0.059 -0.150 0.212
H 0.040 0.029 -0.269
H -0.036 0.138 0.172
H 0.089 -0.319 0.356
H 0.302 0.103 -0.204
H -0.332 0.285 -0.043
H 0.481 -0.793 0.476
B 0.229 -0.199 0.779
C -0.863 0.503 -0.703
N 0.386 -0.592 0.293
H 0.240 -0.123 -0.612
H -0.189 -0.105 -0.065
H -0.026 0.269 0.038

Output
- Charge: +2
- Electronic energy: -1114.53269 hartree
- HOMO-LUMO gap (alpha / beta): 0.267 / 0.140 Eh
- E_HOMO (alpha / beta): -14.31 / -14.83 eV
- LUMO energy (alpha / beta): -7.05 / -11.02 eV
- 2S+1: 5